(1)
This record from OMol25 describes an isolated molecule of C3H6N2 at a distorted geometry. The level of theory is ωB97M-V/def2-TZVPD.

Values from the calculation:
- DFT total energy: -227.3035 a.u.
- HOMO: -7.9 eV
- F_max: 9.1 eV/A
- Kohn-Sham gap: 8.92 eV
- Structure (SMILES): C1=NNCC1

ORCA input file:
```
! wB97M-V def2-TZVPD RIJCOSX def2/J DEFGRID3
* xyz 0 1
N 0.97 0.94 -0.10
N 1.62 -0.13 0.06
C -0.50 0.73 -0.06
C 0.86 -1.13 -0.05
C -0.65 -0.75 0.06
H 1.32 -2.01 -0.36
H -1.08 1.01 -1.01
H -1.20 -0.98 1.17
H 1.13 1.97 0.36
H -1.49 -1.00 -0.72
H -0.97 1.35 0.65
*
```

***

(2)
This record from OMol25 describes a structure of composition C11H7N2O6W at a distorted geometry. The level of theory is ωB97M-V/def2-TZVPD.

Values from the calculation:
- DFT total energy: -1050.0608 a.u.
- HOMO (spin up / spin down): -18.4 / -18.4 eV
- F_max: 9.6 eV/A
- Kohn-Sham gap (spin up / spin down): 3.48 / 3.32 eV

ORCA input file:
```
! wB97M-V def2-TZVPD RIJCOSX def2/J DEFGRID3
* xyz 3 3
W 0.12 -0.87 -0.45
O -1.09 3.41 0.80
O 2.63 1.01 -0.89
O 0.57 -3.72 0.86
O 0.85 0.92 6.75
O -2.76 0.49 -0.44
O -0.54 -1.97 -3.41
N 0.14 -0.32 1.82
N -0.83 -0.64 6.80
C 1.67 0.35 -0.71
C -0.91 -0.77 2.56
C 0.09 0.16 6.16
C 1.03 0.64 3.84
C 1.11 0.37 2.48
C -0.97 -0.61 3.95
C -0.27 -1.58 -2.33
C 0.05 3.24 0.79
C 0.41 -2.65 0.41
C -1.67 0.07 -0.42
C 0.04 0.06 4.65
H 2.02 0.69 1.93
H -1.72 -1.30 2.05
H -1.80 -1.08 4.46
H -0.69 -0.69 7.80
H -1.12 -1.51 6.37
H 1.78 1.29 4.28
H 0.71 2.24 0.77
*
```

***

(3)
This record from OMol25 describes a cluster of 2 separate species, C5H10NO3 in total at a distorted geometry. The level of theory is ωB97M-V/def2-TZVPD.

Values from the calculation:
- DFT total energy: -477.0707 a.u.
- HOMO: -4.7 eV
- F_max: 2.9 eV/A
- Kohn-Sham gap: 8.53 eV

ORCA input file:
```
! wB97M-V def2-TZVPD RIJCOSX def2/J DEFGRID3
* xyz -1 1
O -0.95 0.36 0.80
O 3.09 1.91 0.51
O -2.65 1.25 -0.38
N 1.36 1.24 -0.74
C -1.67 -0.84 -1.10
C -1.02 -2.11 -0.55
C -1.84 0.35 -0.10
C 1.96 1.41 0.46
C 1.54 0.78 1.81
H 0.00 -2.31 -0.82
H 1.00 -0.14 1.62
H -1.09 -2.25 0.53
H -0.99 -0.42 -1.85
H -2.70 -1.11 -1.42
H 0.82 1.45 2.26
H -1.45 -2.96 -1.10
H 1.74 1.74 -1.52
H 2.46 0.72 2.33
H 0.41 0.92 -0.76
*
```

***

(4)
This record from OMol25 describes an isolated molecule of C2H6N2O at a distorted geometry. The level of theory is ωB97M-V/def2-TZVPD.

Values from the calculation:
- DFT total energy: -264.2575 a.u.
- HOMO (spin up / spin down): -4.9 / -10.1 eV
- F_max: 9.7 eV/A
- Kohn-Sham gap (spin up / spin down): 5.68 / 6.72 eV

ORCA input file:
```
! wB97M-V def2-TZVPD RIJCOSX def2/J DEFGRID3
* xyz 0 3
O 0.24 1.02 -0.62
N 0.15 -1.49 -0.19
N 0.40 0.82 -1.99
C -0.23 0.15 1.54
C 0.13 -0.32 0.22
H 0.05 -0.66 2.17
H 1.32 0.46 -2.26
H -1.28 0.26 1.66
H -0.31 0.08 -2.21
H 0.24 1.20 1.92
H 0.20 -1.62 -1.19
*
```

***

(5)
This record from OMol25 describes a structure of composition C20H24Cl2O2W at a distorted geometry. The level of theory is ωB97M-V/def2-TZVPD.

Values from the calculation:
- DFT total energy: -1914.3993 a.u.
- HOMO (spin up / spin down): 0.6 / 0.6 eV
- F_max: 5.2 eV/A
- Kohn-Sham gap (spin up / spin down): 4.51 / 4.50 eV

ORCA input file:
```
! wB97M-V def2-TZVPD RIJCOSX def2/J DEFGRID3
* xyz -2 3
W -0.17 0.65 -0.37
Cl -0.10 2.95 -0.03
Cl -2.41 0.64 0.65
O 2.24 2.81 -1.10
O 1.87 0.62 0.17
C -1.27 -2.37 -1.80
C 0.24 -1.20 3.96
C -0.30 -3.07 2.44
C -1.60 0.18 -2.19
C -0.78 -0.97 -1.94
C -3.08 0.14 -2.36
C 0.62 0.85 -2.42
C 0.59 -0.57 -2.09
C 0.76 1.52 4.42
C 0.58 1.06 3.13
C -1.24 2.62 -2.98
C 0.44 -0.72 5.27
C -0.26 -2.15 1.36
C 0.01 -0.80 1.54
C 0.70 0.63 5.51
C 1.85 1.62 -2.80
C 0.29 -0.28 2.84
C -0.75 1.30 -2.48
C -0.06 -2.58 3.73
C 1.76 -1.51 -2.09
H 2.00 1.60 -3.90
H -2.09 2.99 -2.40
H -3.55 -0.64 -1.75
H -2.05 -2.46 -1.04
H 0.93 2.57 4.61
H 0.67 1.75 2.31
H 2.24 3.72 -0.70
H -1.72 -2.73 -2.73
H -0.10 -3.26 4.58
H -3.57 1.10 -2.13
H 2.71 1.16 -2.31
H -0.47 -2.53 0.37
H 1.58 -2.33 -1.39
H 0.37 -1.43 6.09
H 0.84 0.98 6.51
H -1.58 2.55 -4.02
H -0.44 3.38 -2.94
H -0.52 -4.13 2.26
H 2.67 -0.99 -1.78
H 1.91 -1.94 -3.08
H 2.20 -0.25 0.44
H -3.33 -0.10 -3.41
H -0.45 -3.05 -1.56
H 1.82 2.69 -2.40
*
```

***

(6)
This record from OMol25 describes a structure of composition C4H6N2. The level of theory is ωB97M-V/def2-TZVPD.

Values from the calculation:
- DFT total energy: -265.4408 a.u.
- HOMO: -7.8 eV
- F_max: 0.4 eV/A
- Kohn-Sham gap: 8.93 eV

ORCA input file:
```
! wB97M-V def2-TZVPD RIJCOSX def2/J DEFGRID3
* xyz 0 1
N 2.11 0.33 0.17
N -0.35 -1.21 -0.16
C -1.77 -1.00 -0.05
C -1.73 0.34 -0.14
C 0.86 0.96 0.04
C -0.26 0.24 -0.12
H -2.46 1.13 -0.25
H 0.83 2.04 0.11
H -2.52 -1.78 0.03
H 0.10 -1.67 0.63
H 2.31 -0.34 -0.56
H 2.88 0.96 0.29
*
```